{"formula": "C19H22F2N7STl", "method": "ωB97M-V/def2-TZVPD", "multiplicity": 1, "charge": 0, "e_above_lowest_kj_mol": 255.8, "energy_ha": -1890.8247, "molar_mass_da": 622.9, "homo_ev": [-4.361, -4.362], "orbital_gap_ev": [4.3, 4.3], "symbols": ["Tl", "C", "N", "C", "C", "N", "C", "C", "C", "C", "C", "C", "N", "C", "N", "C", "C", "C", "C", "C", "C", "N", "H", "H", "H", "H", "H", "H", "H", "H", "H", "H", "H", "H", "H", "H", "H", "C", "N", "C", "N", "S", "H", "H", "H", "H", "H", "H", "F", "C", "F", "H"], "xyz": [[0.90891, 0.24226, 0.44718], [-2.15180, 0.88917, -1.40523], [-0.98496, 1.80896, -1.26582], [-1.18806, 2.99009, -0.42414], [-1.59917, 2.76495, 0.98653], [-1.85285, 1.60169, 1.54394], [-2.35229, 1.83308, 2.82411], [-2.85452, 0.96675, 3.76663], [-3.38468, 1.49155, 4.93691], [-3.36096, 2.88924, 5.14038], [-2.84423, 3.82634, 4.15693], [-2.29874, 3.24492, 3.03056], [-1.77261, 3.78771, 1.87157], [-1.62342, -0.41879, -1.89165], [-2.30790, -1.54081, -1.80693], [-1.40630, -2.51134, -2.39259], [-1.58496, -3.86124, -2.52317], [-0.51352, -4.62983, -2.96205], [0.70567, -3.98879, -3.34336], [0.90127, -2.60170, -3.24236], [-0.17282, -1.88516, -2.73323], [-0.39909, -0.54503, -2.52294], [-2.91779, 1.23254, -2.12449], [-2.58303, 0.79119, -0.42163], [-0.75662, 2.18818, -2.19216], [-1.90480, 3.70574, -0.85631], [-0.25801, 3.55934, -0.30118], [-3.02457, -0.08814, 3.42454], [-3.77180, 0.81105, 5.70446], [-3.79295, 3.28440, 6.07233], [-2.89248, 4.91289, 4.30759], [-1.55872, 4.79981, 1.80116], [-2.53073, -4.31467, -2.27518], [-0.60634, -5.71688, -3.10287], [1.49976, -4.59947, -3.69386], [1.72927, -2.12497, -3.76431], [0.28501, 0.20087, -2.63121], [5.37551, -0.53393, 0.77560], [4.59990, 0.57876, 0.31643], [3.77013, 0.56842, -0.77904], [3.85473, -0.43335, -1.65916], [2.72001, 1.89627, -1.02743], [4.90975, -1.48866, 0.43958], [5.39196, -0.60727, 1.90874], [6.39640, -0.55926, 0.40362], [4.71827, 1.45342, 0.84465], [4.34543, -1.29349, -1.38664], [3.39914, -0.41132, -2.58372], [0.60171, -3.47598, 1.13410], [1.23460, -3.40787, -0.08176], [2.51927, -2.84905, 0.04893], [1.38402, -4.43261, -0.49201]]}

***

{"formula": "C19H22F3N2O4", "method": "ωB97M-V/def2-TZVPD", "multiplicity": 1, "charge": 1, "energy_ha": -1447.0730, "molar_mass_da": 399.4, "smiles": "COc1ccc(CC[NH2+]CC(=O)Nc2ccc(OC(F)(F)F)cc2)cc1OC", "homo_ev": -10.989, "orbital_gap_ev": 8.5, "symbols": ["C", "O", "C", "C", "C", "C", "C", "C", "N", "C", "C", "O", "N", "C", "C", "C", "C", "O", "C", "F", "F", "F", "C", "C", "C", "C", "O", "C", "H", "H", "H", "H", "H", "H", "H", "H", "H", "H", "H", "H", "H", "H", "H", "H", "H", "H", "H", "H", "H", "H"], "xyz": [[5.12598, -3.30649, 4.15274], [4.36158, -2.15182, 3.88276], [3.05582, -2.28691, 3.53293], [2.44577, -3.51443, 3.29908], [1.12020, -3.61218, 2.91063], [0.34893, -2.47285, 2.76858], [-1.07117, -2.54140, 2.27080], [-1.08224, -2.36801, 0.74923], [-0.47487, -1.05857, 0.42405], [-0.21195, -0.76298, -0.98926], [-1.15662, 0.42845, -1.32133], [-1.82963, 0.85329, -0.39499], [-1.12956, 0.85315, -2.57974], [-1.87219, 1.90446, -3.16562], [-1.66615, 2.15416, -4.51679], [-2.35702, 3.16339, -5.16321], [-3.26309, 3.92780, -4.44348], [-4.01765, 4.96717, -4.97709], [-3.91305, 5.29281, -6.25913], [-2.67772, 5.67949, -6.61592], [-4.23548, 4.29239, -7.09480], [-4.73096, 6.29843, -6.51098], [-3.47291, 3.68359, -3.09111], [-2.78209, 2.67633, -2.44988], [0.94391, -1.23660, 3.01293], [2.27901, -1.11461, 3.39442], [2.68489, 0.16737, 3.55502], [3.89096, 0.48839, 4.22466], [6.09835, -2.93817, 4.47431], [4.68148, -3.90293, 4.95404], [5.25218, -3.92323, 3.25816], [3.01498, -4.42166, 3.41354], [0.69123, -4.58602, 2.73469], [-1.51051, -3.50702, 2.51583], [-1.67959, -1.76410, 2.73520], [-2.09751, -2.40488, 0.35203], [-0.48375, -3.15736, 0.28840], [0.34950, -0.96214, 1.05273], [-1.16902, -0.27406, 0.66153], [0.82789, -0.47589, -1.15182], [-0.45034, -1.62125, -1.61935], [-0.50587, 0.38656, -3.22713], [-0.96122, 1.56027, -5.07944], [-2.17371, 3.33073, -6.21186], [-4.18242, 4.29428, -2.55844], [-2.95092, 2.49474, -1.40231], [0.36614, -0.32197, 3.01761], [3.86981, 1.57176, 4.33426], [4.76564, 0.19480, 3.64308], [3.93499, 0.02371, 5.21043]]}

***

{"formula": "C19H22F4N6O2SeSn", "method": "ωB97M-V/def2-TZVPD", "multiplicity": 1, "charge": 0, "e_above_lowest_kj_mol": 0.0, "energy_ha": -4231.4665, "molar_mass_da": 640.1, "homo_ev": -7.439, "orbital_gap_ev": 7.8, "symbols": ["Sn", "C", "N", "C", "C", "C", "N", "C", "C", "F", "C", "F", "C", "C", "F", "C", "F", "H", "H", "H", "H", "H", "H", "H", "H", "H", "H", "H", "N", "N", "C", "O", "O", "H", "H", "H", "C", "N", "C", "Se", "N", "C", "C", "C", "C", "C", "C", "H", "H", "H", "H", "H", "H", "H", "H"], "xyz": [[1.52046, -0.40891, 0.15507], [0.72342, 0.65360, 3.19567], [0.82410, -0.60448, 2.43524], [-0.45557, -1.32484, 2.50886], [1.91731, -1.42240, 2.99117], [2.03300, -2.75234, 2.27521], [1.99506, -2.53452, 0.83176], [1.89489, -3.62862, 0.01992], [1.88390, -3.46437, -1.38053], [2.04742, -2.21248, -1.88645], [1.74950, -4.49671, -2.27867], [1.73344, -4.19553, -3.58800], [1.64393, -5.81201, -1.87075], [1.70921, -6.01671, -0.51045], [1.65186, -7.26848, -0.02614], [1.84676, -4.98742, 0.40349], [1.96367, -5.35734, 1.69968], [0.44576, 0.42743, 4.23146], [-0.03725, 1.28825, 2.74469], [1.67106, 1.18089, 3.17831], [-0.58832, -1.75522, 3.50731], [-0.48339, -2.12458, 1.77012], [-1.27233, -0.63404, 2.31550], [1.74263, -1.58441, 4.06286], [2.84161, -0.84769, 2.89473], [1.23364, -3.41572, 2.61308], [2.96828, -3.21167, 2.61306], [1.52913, -6.62444, -2.56955], [3.96774, -0.64889, -0.28140], [4.53336, -0.08420, 0.87259], [3.86413, 1.03656, 1.43253], [4.45768, 1.70907, 2.24708], [2.65108, 1.19187, 1.01860], [4.05702, -1.65823, -0.27264], [4.34145, -0.25918, -1.14265], [5.54005, -0.00718, 0.90018], [-4.96081, 2.21863, -0.28491], [-3.83916, 2.79439, -0.99431], [-2.54011, 2.44738, -0.82299], [-1.82671, 1.18476, 0.28487], [-1.81806, 3.22771, -1.66711], [-2.64354, 4.08584, -2.37512], [-2.38916, 5.04680, -3.33724], [-3.48627, 5.72459, -3.84927], [-4.78401, 5.44722, -3.41447], [-5.03491, 4.48102, -2.45091], [-3.93769, 3.80712, -1.94268], [-4.60736, 1.33232, 0.23577], [-5.73668, 1.94302, -0.99800], [-5.35897, 2.93249, 0.43628], [-0.81424, 3.16692, -1.70268], [-1.38536, 5.26275, -3.67465], [-3.33146, 6.48419, -4.60252], [-5.61209, 5.99813, -3.83786], [-6.03911, 4.26966, -2.11316]]}

***

{"formula": "C19H22F5MoN2O4S4Te", "method": "ωB97M-V/def2-TZVPD", "multiplicity": 1, "charge": 1, "e_above_lowest_kj_mol": 239.1, "energy_ha": -3575.6355, "molar_mass_da": 789.2, "homo_ev": [-10.426, -10.426], "orbital_gap_ev": [2.4, 2.4], "symbols": ["Mo", "C", "C", "S", "C", "C", "S", "C", "C", "S", "H", "H", "H", "H", "H", "H", "H", "H", "H", "H", "H", "H", "F", "Te", "F", "F", "F", "F", "O", "N", "C", "C", "C", "C", "C", "C", "S", "O", "O", "O", "H", "H", "H", "H", "H", "H", "N", "C", "C", "C", "C", "C", "C", "C", "H", "H", "H", "H"], "xyz": [[-1.37313, 0.04371, -0.22333], [-1.07005, 2.89724, -2.04225], [-1.24187, 3.54003, -0.67486], [-1.75009, 2.37368, 0.63033], [-0.50246, 2.58157, 1.92541], [0.92667, 2.26860, 1.53785], [1.14889, 0.66454, 0.69898], [2.26359, 1.16972, -0.62586], [1.57947, 2.07612, -1.61973], [-0.04904, 1.40398, -2.05868], [-2.03140, 2.57917, -2.43667], [-0.60595, 3.60347, -2.73254], [-0.33878, 4.03900, -0.32523], [-2.04045, 4.27888, -0.73255], [-0.58079, 3.60833, 2.28686], [-0.85564, 1.92994, 2.72557], [1.33269, 3.03216, 0.87687], [1.54854, 2.25030, 2.43311], [3.13288, 1.64034, -0.16630], [2.61474, 0.24515, -1.07458], [1.46694, 3.09326, -1.24702], [2.15460, 2.12315, -2.54650], [-3.56724, -1.73581, -1.91862], [-4.58123, -0.08158, -1.44473], [-5.45571, 0.82803, -0.02160], [-3.66534, 1.78697, -1.29103], [-5.52342, -1.46461, -0.56511], [-2.08354, 0.15528, -2.12944], [-3.03584, -0.28064, 0.03210], [-0.83363, -1.84669, -1.21156], [0.56378, -2.06560, -1.53605], [1.02866, -1.58114, -2.75164], [2.39193, -1.60196, -3.00837], [3.26732, -2.07375, -2.03900], [2.77539, -2.69267, -0.89332], [1.41429, -2.70376, -0.64163], [5.00174, -1.67244, -2.13134], [5.10547, -0.67908, -1.05861], [5.18216, -1.10267, -3.45094], [5.73023, -2.88901, -1.85917], [-1.24183, -2.59099, -0.64493], [-1.42274, -1.80450, -2.04819], [0.33145, -1.18574, -3.48122], [2.80180, -1.19911, -3.92633], [3.47265, -3.13607, -0.19276], [1.01673, -3.19903, 0.23458], [-1.19351, -2.30021, 6.88935], [-1.19487, -1.98779, 5.78391], [-1.19679, -1.59706, 4.40182], [-0.09469, -1.89024, 3.59484], [-0.08945, -1.49302, 2.27658], [-1.17590, -0.79744, 1.69459], [-2.31397, -0.59527, 2.52859], [-2.30239, -0.94376, 3.86528], [0.74856, -2.42446, 4.01182], [0.78269, -1.73077, 1.69028], [-3.20846, -0.12634, 2.14577], [-3.16366, -0.73945, 4.48717]]}

***

Question: Which value of multiplicity does entry 4 give?
Answer: 1